[1]
Density functional theory data (ωB97M-V/def2-TZVPD) for C36H53N4OP2Ru as an isolated structure.

LUMO level (spin up / spin down) (eV): -9.232 / -13.128
Orbital gap (spin up / spin down) (hartree): 0.152 / 0.106
Expectation value of S²: 6.05
ΔE to the lowest compared entry with this formula, charge and spin (eV): 1.0367

ORCA input file:
```
! wB97M-V def2-TZVPD RIJCOSX def2/J DEFGRID3
* xyz 3 5
H 3.351 2.927 1.944
H -3.510 -0.563 2.071
H -3.722 3.522 1.235
H 3.574 -1.776 -3.121
H 1.900 -2.004 3.209
C -3.096 1.444 1.283
H 3.913 0.580 -2.592
C -2.360 -3.024 3.513
H -2.193 -3.167 5.670
N 0.095 -0.128 -1.724
H 0.575 0.819 -6.592
H 3.876 0.481 1.358
H 3.208 -3.001 -1.891
H 1.832 -4.048 -0.018
H -5.396 -0.517 -1.760
C -0.073 1.712 -3.363
H 4.459 -1.534 2.381
C 1.651 3.882 0.959
C -2.098 2.024 2.290
H -2.905 -2.034 -1.480
H 0.901 -3.087 2.216
C 0.073 3.668 -4.785
H -3.782 2.186 -2.114
C -2.889 -1.180 -2.169
C 0.221 0.894 -4.467
H -3.579 -1.394 -2.999
H -1.634 2.708 -1.213
H 0.451 3.297 -6.879
C 2.874 -2.687 1.363
H -4.747 -0.994 -0.181
H 5.074 -2.710 1.188
H 5.196 -2.067 -0.570
C 0.472 3.640 0.252
H -0.511 -1.255 5.751
H -1.441 1.243 2.687
H -2.539 1.358 -3.084
C -1.864 -2.666 4.765
C -0.115 3.108 -3.520
H 5.461 -0.757 -1.712
N 0.768 1.312 0.603
C 0.386 1.462 -5.734
N 0.372 0.014 3.703
H -1.878 -1.079 -2.581
H 2.598 -0.001 2.484
H 5.196 -0.363 -0.012
H 4.426 -3.271 2.721
H -4.108 0.766 3.074
H 2.265 -3.738 3.144
C 0.078 2.322 0.041
H -4.240 0.920 -3.251
H 2.906 -4.826 1.156
C 4.893 -1.045 -0.816
H 0.642 0.375 4.610
C 0.313 2.852 -5.893
N -0.937 -1.421 2.401
C -3.470 1.221 -2.526
C 2.800 0.273 1.434
C -1.916 -2.357 2.373
H -2.657 2.451 3.135
O -0.590 -3.550 -0.616
P 2.290 -1.172 0.372
H -5.005 2.407 0.775
H 1.962 4.908 1.157
C -1.037 1.868 -0.858
C -0.530 -1.016 3.627
H 3.320 1.273 -1.068
Ru -0.057 -0.713 0.158
H -0.270 3.745 -2.648
C -0.940 -1.631 4.823
C 3.180 0.454 -1.782
C -3.929 2.598 0.677
C 4.293 -2.520 1.929
H 3.611 -4.007 -0.243
H -3.096 -3.817 3.392
H -5.245 0.702 -0.489
C 2.800 -3.954 0.494
C -0.397 -2.451 -0.262
C 1.923 -2.878 2.549
C -0.308 1.050 -2.042
H 1.926 -1.882 -2.446
H 0.313 -0.182 -4.302
H -0.154 4.439 -0.143
C 3.397 -0.933 -1.157
C 2.000 1.513 1.101
C -3.363 0.105 -1.472
C 2.424 2.807 1.388
H -1.484 2.823 1.857
C -4.767 -0.185 -0.920
H 2.180 0.524 -2.222
P -2.129 0.511 -0.059
H 0.539 0.617 2.905
H -2.358 -2.574 1.400
H -4.979 0.330 1.599
C 2.995 -1.974 -2.207
H -3.711 2.820 -0.373
C -3.980 0.428 2.037
H 0.036 4.752 -4.898
*
```

Löwdin atomic charge list, values in e, 5 entries: 0.14 0.05 0.10 0.11 0.07


[2]
Density functional theory data (ωB97M-V/def2-TZVPD) for C36H54N5O2V as an isolated structure.

LUMO level (spin up / spin down) (eV): -4.354 / -3.639
Orbital gap (spin up / spin down) (hartree): 0.254 / 0.283
Expectation value of S²: 0.77
ΔE to the lowest compared entry with this formula, charge and spin (eV): 0.6820

ORCA input file:
```
! wB97M-V def2-TZVPD RIJCOSX def2/J DEFGRID3
* xyz 1 2
H -0.692 2.044 3.413
H 0.127 -2.289 -4.496
H 2.232 2.062 5.767
C 0.601 -1.302 3.327
C -2.863 0.845 -3.053
C 0.544 -3.218 -4.112
H 2.112 -1.282 -4.128
H 3.291 -2.595 -4.021
H -1.496 -3.125 3.851
C 0.713 1.416 -1.790
C 0.069 0.449 5.527
V 0.457 -1.844 -1.537
N -2.318 -0.943 0.734
N -3.820 1.016 0.609
C -3.126 0.098 0.613
C 1.897 -0.517 1.043
C 0.481 5.179 0.176
H 2.972 1.768 4.198
C 0.390 -4.636 1.388
C -0.629 3.253 -1.028
H -1.659 6.531 -0.694
H 1.011 4.520 0.866
C -1.853 -1.678 -0.151
H 3.677 -2.058 -1.603
C 1.269 -1.754 1.136
H 0.110 -1.621 4.233
C -1.695 1.351 -2.197
H 2.013 0.590 -3.255
H 0.613 -5.187 4.020
H -2.694 3.085 -1.501
H 2.272 1.327 2.032
H 2.674 -3.971 -1.615
H -4.887 1.327 -3.554
C 0.670 -2.237 2.281
H 0.283 6.111 0.706
H -1.233 3.582 1.606
H 0.120 -5.634 1.734
C 2.562 -2.009 -3.450
C 1.799 0.357 2.103
H 1.529 3.177 -0.909
C -1.735 2.597 -1.572
H 0.895 -3.558 4.621
H 2.847 1.472 -1.981
H 0.524 -0.411 6.020
C -3.311 -0.583 -2.738
H -0.968 5.750 -2.119
C -1.307 -3.650 2.916
H -2.538 5.240 -1.496
H -0.064 1.223 6.281
H -4.451 1.833 -1.925
N -1.312 -2.430 -0.903
C 2.326 1.335 4.961
H 2.819 0.448 5.359
H 1.432 -4.670 1.067
H -3.162 0.624 -5.188
C 2.000 -4.179 -2.441
H -0.258 -3.857 -3.744
H -3.895 2.756 -3.332
H 0.894 2.747 3.088
C 0.623 2.670 -1.208
H 0.136 2.983 4.657
C -2.355 0.883 -4.503
H 3.093 0.829 -0.073
H 4.068 -0.704 -2.655
C 2.806 -0.224 -0.120
H -1.661 -4.673 3.041
H 2.040 -4.287 3.498
C 2.018 0.785 -2.181
C -4.089 1.755 -2.948
H -1.541 0.172 -4.654
H -1.892 5.216 1.490
N 2.281 -0.505 -1.496
C 1.099 -0.011 3.259
H -4.074 -0.868 -3.462
H -0.236 -4.399 0.528
C 0.282 2.265 3.850
H 1.145 5.411 -0.658
O -0.209 -0.581 -2.548
H 3.725 -0.804 -0.003
H 2.521 -4.710 -3.242
H -0.921 0.160 5.173
H 1.171 -4.783 -2.074
H -2.685 3.875 0.659
H -1.992 1.877 -4.768
C -1.718 4.293 0.936
H -2.499 -1.305 -2.800
C -1.544 5.577 -1.209
C 3.242 -1.320 -2.279
H 1.098 -3.740 -4.898
H -3.773 -0.654 -1.753
C 0.942 0.992 4.398
C 0.982 -4.199 3.746
C -0.840 4.572 -0.290
C 0.181 -3.662 2.550
N 1.461 -2.908 -2.988
H -1.907 -3.175 2.143
C -0.442 0.756 -2.168
O 1.208 -2.434 -0.091
*
```

Löwdin atomic charge list, values in e, 5 entries: 0.09 0.09 0.09 0.04 -0.52


[3]
Density functional theory data (ωB97M-V/def2-TZVPD) for C36H54OP3Pd as an isolated structure.

LUMO level (spin up / spin down) (eV): -8.908 / -11.649
Orbital gap (spin up / spin down) (hartree): 0.260 / 0.191
Expectation value of S²: 6.03

ORCA input file:
```
! wB97M-V def2-TZVPD RIJCOSX def2/J DEFGRID3
* xyz 3 5
O -0.065 -1.463 0.199
C 0.539 0.191 3.955
C -1.413 6.047 -2.386
H -1.423 0.912 1.965
P -1.868 0.733 -3.326
H 1.335 -3.907 0.386
H -2.091 2.202 -5.934
C 2.025 -3.780 1.224
P 0.336 -1.579 1.732
H -4.165 0.757 -2.815
H -0.561 3.739 -7.079
H -2.533 -4.031 4.519
C -0.423 1.273 4.442
C -2.201 -4.710 2.475
C -1.017 1.584 -2.017
C -1.096 2.364 -5.538
C -0.234 3.213 -6.192
C 0.736 1.791 -3.810
H 2.716 -1.152 3.435
H -0.175 7.785 -2.121
C -0.033 2.543 2.255
C -0.271 2.531 -2.939
H -0.727 3.259 1.812
H 3.851 -2.284 2.757
C 3.039 1.111 -2.209
H -2.052 -3.243 0.869
H -3.689 2.268 -3.611
H -3.969 -4.614 3.728
H 3.134 -3.058 4.954
H 1.570 0.338 2.042
H -3.921 0.774 -4.571
H -0.406 -3.001 3.420
H 1.790 3.946 -6.329
P 1.551 0.372 -2.919
C 1.987 -2.322 1.737
C 2.801 -2.161 3.036
H 0.878 2.960 4.185
H 1.541 0.447 4.300
H 1.451 -3.046 4.489
C 1.576 2.620 -4.694
H 2.487 -1.622 -3.921
H 0.299 -0.771 4.413
H -0.351 1.347 5.527
H -3.963 -2.612 2.225
H 1.950 6.545 -2.327
H -0.768 -1.420 -3.549
C -3.411 -2.607 3.168
H 1.262 -0.888 -4.967
C 1.757 -4.830 2.307
H -2.825 -5.305 1.809
H -2.292 -1.287 -4.460
H -1.498 -5.406 2.936
H -2.338 6.600 -2.295
H 0.965 2.809 1.896
H -2.332 -1.526 -2.707
H 3.025 -3.948 0.817
H 3.635 1.642 -2.951
C 1.007 6.024 -2.418
C -0.918 -2.555 2.563
H 1.921 4.113 -2.708
Pd -0.080 0.002 -1.077
C 0.987 4.659 -2.655
C -0.238 3.978 -2.752
C 2.609 -4.615 3.554
H -2.355 -0.927 2.340
H -0.604 -4.191 1.116
C -2.147 -1.737 3.042
C -0.187 6.717 -2.297
C 1.103 3.334 -5.759
H 2.881 -0.157 -4.839
C -1.437 4.684 -2.589
C -1.788 -1.041 -3.522
C -0.377 1.139 1.770
C -1.418 -3.689 1.638
H 2.329 -5.341 4.317
H -2.387 4.165 -2.646
H -4.071 -2.158 3.910
H -0.818 3.367 4.114
H -1.925 -1.284 4.008
H -0.292 1.118 0.656
H 3.650 0.296 -1.814
C -3.060 -4.038 3.561
C -0.717 1.704 -4.343
C -3.568 1.186 -3.624
C -0.087 2.622 3.806
H 3.661 -4.802 3.318
H 0.700 -4.834 2.587
C 0.560 0.095 2.394
C 2.466 -3.199 4.104
H 2.786 1.777 -1.385
H 2.641 2.645 -4.501
H 2.449 -1.687 0.966
H -1.456 0.998 4.221
C 2.091 -0.677 -4.292
H 1.960 -5.815 1.886
*
```

Löwdin atomic charge list, values in e, 5 entries: -0.48 -0.16 -0.02 0.11 0.90


[4]
Density functional theory data (ωB97M-V/def2-TZVPD) for C36H55N3S4SbSeSi3V as an isolated structure.

LUMO level (spin up / spin down) (eV): -2.936 / -3.012
Orbital gap (spin up / spin down) (hartree): 0.217 / 0.192
Expectation value of S²: 0.98
ΔE to the lowest compared entry with this formula, charge and spin (eV): 1.6263

ORCA input file:
```
! wB97M-V def2-TZVPD RIJCOSX def2/J DEFGRID3
* xyz 1 2
C -2.655 0.345 -4.996
H -0.514 0.471 3.712
H 0.802 2.524 -4.944
C 2.505 -0.568 1.886
H -4.309 1.137 -2.616
H -2.547 0.551 4.829
H -3.244 5.773 0.344
H 1.286 1.307 -3.746
H -0.463 -2.504 3.137
S -1.771 -1.437 1.405
H 3.859 -1.528 0.504
C 3.910 5.801 -5.581
C -1.803 -1.648 -1.849
H 4.596 6.624 -2.347
C 0.587 4.773 1.201
H -1.978 -4.093 -2.396
H 1.169 3.855 1.195
C -1.764 2.382 -4.070
C -1.477 -3.993 -1.442
C -2.345 -0.283 -3.805
C -0.790 3.078 4.156
H -0.970 2.292 -2.070
N 3.081 4.225 -1.904
C 0.035 -0.384 3.325
Se 1.689 1.940 -1.073
H -1.553 3.434 -4.189
H 0.053 4.302 -2.085
C 4.412 6.509 -4.491
H 3.189 0.055 2.467
H -6.378 3.076 0.282
H -4.735 -0.245 1.365
S -2.611 -1.950 -3.379
H -5.620 2.633 1.793
H -3.323 4.696 4.320
H -1.904 6.893 0.393
H -1.759 -1.484 3.751
H -0.326 5.979 -1.750
H 0.366 5.026 2.233
H -0.690 2.619 5.137
H 2.352 1.666 -5.127
H 0.851 -2.520 1.617
C -2.363 1.693 -5.120
H -1.178 -6.065 -1.563
H -3.770 4.626 2.633
H -5.666 2.159 -2.216
H -4.069 2.859 -2.406
H 2.472 -3.469 0.040
C -0.928 -1.525 3.047
H -1.598 4.883 -2.242
Si -4.317 1.724 -0.159
H -0.767 -4.359 1.937
C 0.438 -3.031 0.743
V -0.398 -0.150 0.014
C 3.467 4.922 -3.024
C -3.217 1.026 4.114
C -4.609 1.997 -2.029
C -0.692 4.960 -1.651
C 2.383 3.126 -2.271
H -4.137 -0.790 -0.192
N 2.304 3.100 -3.618
H -4.651 3.684 3.805
H 4.101 6.169 -6.576
H -5.810 -0.297 -0.016
H 3.470 0.155 0.096
S 0.890 0.320 1.854
C 0.075 -4.447 1.239
C 3.064 -0.779 0.487
N -1.439 -0.384 -1.653
H -4.964 3.941 0.832
H 0.053 -6.455 0.390
C 2.965 4.203 -4.122
C -5.423 2.961 0.780
H 0.802 -0.670 4.044
H 1.207 5.568 0.798
C -4.795 -0.071 0.294
C 1.650 2.093 -4.408
H 4.982 7.407 -4.664
H -0.756 4.154 4.307
Si -1.034 4.559 0.196
Si -2.435 2.583 3.275
H 3.266 4.461 -0.943
C -1.725 0.398 -2.734
H -3.507 0.285 3.373
C -0.684 -2.192 0.203
H -3.114 -0.210 -5.800
C -0.977 -5.210 -0.929
H -2.605 2.208 -6.036
H 2.802 4.090 -6.269
H 2.363 -1.512 2.407
H 1.217 -3.533 -1.221
H -2.326 5.995 1.826
H -4.110 1.303 4.666
C 3.181 4.636 -5.420
H 0.084 2.806 3.568
H 0.924 -4.824 1.818
C -1.384 -2.690 -0.985
C -3.663 4.035 3.530
Sb -1.838 2.043 0.708
S 1.868 -1.297 -0.797
C -0.270 -5.443 0.193
C 4.202 6.083 -3.191
C -2.249 5.928 0.748
C 1.540 -3.026 -0.312
C -1.444 1.757 -2.881
*
```

Löwdin atomic charge list, values in e, 5 entries: -0.08 0.02 0.09 -0.44 0.01


Number 1: strongest force on any atom 9.5 eV Å⁻¹. Number 2: strongest force on any atom 1.2 eV Å⁻¹. Number 3: strongest force on any atom 1.0 eV Å⁻¹. Number 4: strongest force on any atom 2.3 eV Å⁻¹.